w:
# C4H9OP

C4H9OP in the gas phase (wB97M-V/def2-TZVPD, OMol25).

- SMILES = C/C=C/[PH2]1CO1
- frontier orbital gap (eV) = 9.7
- highest occupied orbital energy (eV) = -8.559
- LUMO (eV) = 1.1

Positions of all 15 atoms, in Å:
C (0.2041, 0.1882, 0.5194)
C (1.3008, 0.5873, -0.1189)
C (-2.3064, -0.9771, -0.3415)
C (2.5957, -0.1045, 0.1716)
O (-2.8503, 0.2027, 0.4817)
P (-1.4561, 0.6336, -0.1561)
H (0.3319, -0.7320, 1.1345)
H (-2.9174, -1.4430, -1.0639)
H (1.1128, 1.3243, -1.0325)
H (-2.0476, -1.6500, 0.3974)
H (3.0335, -0.6529, -0.6446)
H (2.6236, -0.7750, 1.0513)
H (3.2310, 0.6683, 0.5214)
H (-1.4497, 0.8600, -1.4463)
H (-1.4058, 1.8702, 0.5265)

Atom-resolved charges from Löwdin, all expressed in e: C -0.251; C -0.240; C -0.217; C -0.120; O -0.321; P 0.638; H 0.093; H 0.047; H 0.140; H 0.023; H 0.071; H 0.086; H 0.054; H -0.005; H 0.003



x:
# C4H9OP

2 unconnected molecules or ions with the total composition C4H9OP (wB97M-V/def2-TZVPD, OMol25).

- frontier orbital gap (alpha / beta) (eV) = 7.8 / 8.1
- highest occupied orbital energy (alpha / beta) (eV) = -8.162 / -8.826
- LUMO (alpha / beta) (eV) = -0.4 / -0.8

Positions of all 15 atoms, in Å:
C (2.0683, -1.3591, 0.4974)
C (1.0708, -0.8046, -0.1999)
C (-0.2245, 1.2467, -1.7277)
C (-1.9896, -0.2727, 1.4782)
O (0.7999, 1.8800, 0.7438)
P (0.2180, 0.7488, -0.0255)
H (2.2502, -2.4195, 0.4830)
H (2.8515, -0.7065, 0.8253)
H (0.5134, -1.5295, -0.8259)
H (-1.1412, 1.8732, -1.8724)
H (0.5729, 1.7173, -2.3086)
H (-0.3688, 0.2628, -2.1849)
H (-2.9858, -0.0700, 0.9313)
H (-1.8797, -1.1904, 2.0618)
H (-1.7554, 0.6233, 2.1243)

Atom-resolved charges from Löwdin, all expressed in e: C -0.027; C -0.336; C -0.221; C -0.021; O -0.396; P 0.722; H 0.054; H 0.055; H 0.072; H 0.061; H 0.050; H 0.024; H 0.007; H -0.025; H -0.019



Most stable to least stable: x, w



w:
# C4H5FS

C4H5FS in the gas phase (wB97M-V/def2-TZVPD, OMol25).

- SMILES = C/C(C=S)=C\F
- frontier orbital gap (eV) = 8.2
- highest occupied orbital energy (eV) = -8.838
- LUMO (eV) = -0.6

Positions of all 11 atoms, in Å:
C (0.2472, 1.4248, -0.0661)
C (0.3992, 0.0179, -0.0087)
C (1.5596, -0.6557, 0.0105)
C (-0.7997, -0.8132, -0.0969)
H (1.3067, 1.7650, -0.2266)
H (-0.4993, 1.6724, -0.7676)
H (0.1271, 1.7295, 1.0954)
H (1.6137, -1.6627, 0.2575)
H (-0.6081, -1.8689, -0.2120)
F (2.7870, -0.0742, 0.0134)
S (-2.2163, -0.0506, 0.0438)

Atom-resolved charges from Löwdin, all expressed in e: C -0.119; C -0.447; C -0.061; C -0.597; H 0.098; H 0.039; H 0.159; H 0.105; H 0.061; F 0.028; S 0.735



x:
# C4H5FS

C4H5FS in the gas phase (wB97M-V/def2-TZVPD, OMol25).

- SMILES = C=C(F)CC=S
- frontier orbital gap (eV) = 8.5
- highest occupied orbital energy (eV) = -8.797
- LUMO (eV) = -0.3

Positions of all 11 atoms, in Å:
C (1.5705, 0.0868, 0.0340)
C (1.9618, 1.4530, -0.1738)
C (0.1827, -0.1350, 0.6497)
C (-0.9134, -0.5405, -0.1166)
H (1.0487, 2.3661, -0.0560)
H (2.8489, 1.7984, -0.5012)
H (-0.0490, 0.6575, 1.2619)
H (0.3184, -0.8559, 1.3902)
H (-0.8746, -1.3598, -0.9221)
F (2.0209, -1.2051, -0.1958)
S (-2.3931, 0.1908, -0.1106)

Atom-resolved charges from Löwdin, all expressed in e: C -0.241; C 0.093; C -0.313; C -0.651; H 0.166; H -0.017; H 0.074; H 0.114; H 0.088; F 0.027; S 0.660



Most stable to least stable: w, x